Entry 1:
Formula: C12H12BCl4NO
Source: the Open Molecules 2025 dataset
Level of theory: ωB97M-V/def2-TZVPD

The geometry in XYZ format:
```
31
Properties=species:S:1:pos:R:3:lowdin_charge:R:1
Cl 3.50 1.69 1.45 0.524
B 2.76 0.01 1.40 -1.853
Cl 3.05 -0.89 -0.20 0.508
Cl 3.38 -1.07 2.84 0.498
O 1.29 0.20 1.57 -0.074
C 0.42 -0.74 1.68 -0.060
C -0.97 -0.45 1.45 -0.166
C -1.87 -1.53 1.36 0.007
C -3.23 -1.29 1.20 -0.079
C -3.69 0.04 1.13 -0.646
Cl -5.37 0.35 1.01 0.728
C -2.79 1.12 1.19 -0.068
C -1.43 0.88 1.34 0.037
H 0.75 -1.78 1.83 0.145
H -1.48 -2.55 1.43 0.127
H -3.94 -2.10 1.14 0.113
H -3.17 2.14 1.12 0.116
H -0.72 1.71 1.39 0.140
C 0.01 -2.95 4.92 -0.029
N -0.26 -1.56 5.25 -0.169
C -1.16 -1.11 6.19 -0.095
C -1.09 0.29 6.22 -0.095
C -0.16 0.69 5.22 -0.081
C 0.35 -0.47 4.64 -0.118
H 0.92 -3.00 4.31 0.085
H 0.14 -3.55 5.83 0.094
H -0.83 -3.38 4.34 0.084
H -1.75 -1.79 6.79 0.112
H -1.63 0.94 6.90 0.087
H 0.12 1.70 4.95 0.094
H 1.15 -0.62 3.93 0.034
```

Computed properties:
HOMO   -8.47 eV
LUMO energy   -2.2 eV
Gap between HOMO and LUMO   0.231 hartree

---

Entry 2:
Formula: C12H12BF9N5O10OsS5
Source: the Open Molecules 2025 dataset
Level of theory: ωB97M-V/def2-TZVPD

The geometry in XYZ format:
```
55
Properties=species:S:1:pos:R:3:lowdin_spin:R:1
Os -0.02 -0.15 0.12 2.819
C -2.02 1.52 3.29 0.005
N -1.64 0.13 3.51 0.010
C -1.13 -0.40 4.66 0.007
C -0.90 -1.71 4.41 0.007
N -1.27 -1.98 3.11 0.009
B -1.31 -3.45 2.58 0.003
N -0.79 -3.68 1.11 0.011
C -1.35 -4.66 0.32 0.007
C -0.56 -4.83 -0.77 0.008
N 0.47 -3.93 -0.65 0.012
C 1.54 -3.73 -1.61 0.003
C 0.30 -3.23 0.48 0.031
S 1.34 -1.95 1.02 0.228
C -1.73 -0.84 2.58 0.026
S -2.23 -0.58 0.94 0.176
H -1.76 2.08 4.19 0.000
H -3.09 1.58 3.10 0.002
H -1.46 1.93 2.46 0.001
H -0.91 0.21 5.51 0.000
H -0.47 -2.48 5.03 0.001
H -0.62 -4.09 3.33 0.001
H -2.46 -3.84 2.58 0.001
H -2.25 -5.16 0.62 0.000
H -0.66 -5.47 -1.62 0.001
H 1.32 -4.31 -2.50 0.000
H 2.49 -4.05 -1.18 0.002
H 1.60 -2.68 -1.89 0.000
F -0.33 1.28 -4.64 0.000
C 0.82 1.81 -4.24 0.003
F 1.68 1.78 -5.26 0.001
F 0.62 3.07 -3.89 0.000
S 1.47 0.82 -2.83 0.011
O 0.47 1.11 -1.79 0.073
O 1.51 -0.53 -3.29 0.000
N 2.85 1.51 -2.62 0.004
S 3.42 1.61 -1.13 0.001
O 2.79 0.65 -0.27 0.016
O 4.84 1.73 -1.16 0.002
C 2.82 3.31 -0.63 0.000
F 3.70 3.88 0.19 0.000
F 1.63 3.25 -0.05 0.000
F 2.70 4.08 -1.72 0.000
F -1.92 -1.32 -4.53 -0.001
C -1.83 -1.99 -3.38 -0.001
F -0.85 -2.90 -3.53 0.000
F -2.98 -2.67 -3.21 0.000
C -1.60 -1.03 -2.19 0.012
O -2.37 -0.10 -2.06 0.026
O -0.59 -1.34 -1.45 0.054
O 0.40 2.02 3.73 0.000
S 1.33 1.21 2.98 0.009
O 1.50 -0.13 3.46 0.024
O 0.36 0.94 1.55 0.376
O 2.49 1.88 2.48 0.019
```

Computed properties:
2S+1   5
HOMO (spin up / spin down)   -5.59 / -6.64 eV
LUMO energy (spin up / spin down)   1.6 / 0.6 eV
Energy relative to the best compared isomer or geometry (same formula, charge and spin)   7.9 kJ/mol
Gap between HOMO and LUMO (spin up / spin down)   0.264 / 0.265 hartree
Charge   -1

---

Entry 3:
Formula: C12H12BaF4O16P
Source: the Open Molecules 2025 dataset
Level of theory: ωB97M-V/def2-TZVPD

The geometry in XYZ format:
```
46
Properties=species:S:1:pos:R:3:lowdin_spin:R:1
Ba 1.21 0.17 0.22 -0.003
P 0.04 -2.62 -0.97 -0.029
O -0.04 -3.81 -0.07 0.507
O 1.33 -1.89 -1.32 -0.016
O -0.57 -1.73 0.08 0.281
O -1.19 -2.91 -1.87 0.267
C 2.77 -3.77 2.08 -0.001
C 1.60 -3.63 3.06 0.000
O 1.43 -2.26 3.10 -0.001
C 2.60 -1.59 2.69 0.000
O 2.62 -0.39 2.73 0.000
O 3.33 -2.51 2.10 0.000
F 1.94 -4.07 4.24 0.000
H 2.43 -4.01 1.08 -0.001
H 3.51 -4.43 2.53 0.000
H 0.67 -4.14 2.80 0.000
C -0.39 -0.80 -3.92 0.000
C -1.19 0.16 -3.06 0.000
O -1.41 1.25 -4.06 0.000
C -0.58 1.10 -5.06 0.000
O -0.60 1.96 -5.96 0.000
O 0.06 -0.13 -5.00 0.000
F -0.52 0.61 -2.08 -0.001
H -1.05 -1.61 -4.22 0.000
H 0.45 -1.39 -3.53 0.000
H -2.15 -0.12 -2.62 0.000
C 0.11 5.35 -3.01 0.000
C 0.49 4.17 -3.75 0.000
O 0.82 3.21 -2.76 0.000
C 0.74 3.69 -1.57 0.000
O 0.88 3.05 -0.50 0.000
O 0.41 5.03 -1.69 0.000
F 1.71 4.36 -4.31 0.000
H -0.96 5.46 -3.16 0.000
H 0.58 6.26 -3.37 0.000
H -0.22 3.77 -4.48 0.000
C -2.08 -0.66 5.44 0.000
C -2.95 -0.01 4.49 0.000
O -2.19 0.52 3.46 0.000
C -0.98 0.14 3.59 0.000
O -0.08 0.42 2.79 0.000
O -0.83 -0.63 4.70 0.000
F -3.68 1.02 5.14 0.000
H -2.33 -1.72 5.55 0.000
H -2.08 -0.11 6.38 0.000
H -3.66 -0.75 4.10 0.000
```

Computed properties:
2S+1   2
HOMO (spin up / spin down)   -8.35 / -7.75 eV
LUMO energy (spin up / spin down)   -0.1 / -0.5 eV
Gap between HOMO and LUMO (spin up / spin down)   0.301 / 0.268 hartree

---

Entry 4:
Formula: C12H12BrP
Source: the Open Molecules 2025 dataset
Level of theory: ωB97M-V/def2-TZVPD

The geometry in XYZ format:
```
26
Properties=species:S:1:pos:R:3:lowdin_charge:R:1
C 1.16 3.66 -2.09 -0.078
C 1.73 2.67 -1.37 -0.137
C 0.10 3.26 -2.90 -0.050
C 1.40 1.37 -1.36 -0.114
C -0.30 1.91 -2.93 -0.104
C 0.38 0.90 -2.20 -0.408
C 0.31 -1.73 -0.83 -0.370
C -0.36 -1.94 0.32 -0.341
C -1.67 -1.27 0.48 -0.379
C -1.89 -0.37 -0.50 -0.708
C 0.12 -2.83 1.45 -0.055
C -2.53 -1.60 1.62 -0.075
P -0.38 -0.78 -2.14 1.054
Br -3.33 0.68 -0.92 0.706
H 1.61 4.56 -2.08 0.074
H 2.67 2.89 -0.79 0.126
H -0.16 3.95 -3.64 0.081
H 2.08 0.71 -0.87 0.097
H -1.05 1.54 -3.59 0.073
H 1.27 -2.35 -1.13 0.112
H 1.15 -2.46 1.87 0.118
H 0.27 -3.88 1.00 0.114
H -0.53 -2.77 2.28 0.019
H -2.97 -0.72 2.13 0.091
H -1.98 -1.98 2.49 0.063
H -3.42 -2.17 1.39 0.093
```

Computed properties:
HOMO   -8.06 eV
LUMO energy   0.2 eV
Energy relative to the best compared isomer or geometry (same formula, charge and spin)   146.3 kJ/mol
Gap between HOMO and LUMO   0.302 hartree